No. 1
Molecular formula: C18H22N4O3S
Method: DFT, the ωB97M-V functional and the def2-TZVPD basis

XYZ file:
```
48
Properties=species:S:1:pos:R:3:forces:R:3
C 5.4982 0.9973 -0.4092 -0.3 0.2 -0.1
C 4.7415 2.0284 -1.2408 0.3 -0.1 -0.1
O 3.5662 2.5386 -0.6380 -0.1 0.1 0.3
C 2.5066 1.6325 -0.4884 -0.2 -0.1 0.1
C 2.4048 1.0882 0.9521 0.6 0.5 -0.4
N 1.2810 0.2032 1.0744 -0.5 -0.2 0.1
C 0.0259 0.4914 1.4835 0.1 -0.2 -0.1
N -0.8031 -0.5388 1.4043 -0.2 -0.3 0.1
C -0.0557 -1.5403 0.8989 1.2 0.8 -0.1
C 1.2492 -1.1195 0.6756 -0.7 -0.5 0.1
C 2.2472 -1.9908 0.1439 -0.3 0.1 0.1
O 3.4126 -1.7518 -0.1050 0.3 0.0 -0.1
N 1.6991 -3.2523 -0.0898 0.4 -0.2 -0.2
C 0.4116 -3.7185 0.1106 -0.1 0.0 0.0
O 0.1039 -4.8567 -0.1582 0.0 -0.4 -0.1
N -0.4803 -2.8040 0.6274 0.0 -0.1 0.0
C -1.8557 -3.1771 0.8703 -0.2 -0.1 0.0
H -2.0742 -3.1088 1.9363 -0.1 0.0 0.0
H -1.9879 -4.2005 0.5256 0.0 0.1 0.0
H -2.5140 -2.5003 0.3273 -0.1 0.0 0.0
H 2.3360 -3.9442 -0.4695 -0.1 0.1 0.1
S -0.4251 2.0588 2.0572 -0.1 0.5 0.3
C -2.2446 1.8503 2.0348 0.5 -0.1 0.0
C -2.7388 1.5883 0.6485 -0.2 0.1 -0.2
C -3.4673 0.4400 0.3722 -0.1 0.2 -0.1
C -3.9167 0.1702 -0.9124 0.0 0.0 0.0
C -3.6190 1.0711 -1.9285 0.0 0.0 0.0
C -2.8942 2.2183 -1.6622 0.0 0.0 -0.1
C -2.4539 2.4796 -0.3776 -0.1 0.0 0.1
H -1.8799 3.3709 -0.1676 0.1 0.1 0.0
H -2.6696 2.9121 -2.4589 0.0 0.1 -0.1
H -3.9582 0.8689 -2.9343 0.0 0.0 -0.1
C -4.6953 -1.0752 -1.2136 0.0 0.0 0.0
H -4.0899 -1.7662 -1.8008 0.0 -0.1 0.0
H -5.0033 -1.5761 -0.2991 0.0 -0.1 0.0
H -5.5826 -0.8374 -1.7976 -0.1 -0.1 0.0
H -3.6829 -0.2519 1.1730 0.0 -0.1 0.1
H -2.6244 2.7924 2.4321 0.0 0.0 0.1
H -2.4839 1.0318 2.7105 -0.1 0.1 0.0
H 2.2810 1.9225 1.6463 0.1 -0.1 0.0
H 3.3097 0.5325 1.2029 -0.1 0.1 0.1
H 1.5827 2.1781 -0.7191 0.0 -0.2 0.0
H 2.6031 0.7912 -1.1860 0.0 0.0 0.0
H 5.3619 2.9154 -1.3937 0.0 -0.1 -0.1
H 4.4951 1.5991 -2.2233 0.0 0.1 0.1
H 5.6878 1.3872 0.5882 0.1 0.0 0.1
H 6.4513 0.7878 -0.8876 0.1 0.0 0.0
H 4.9441 0.0646 -0.3348 0.0 -0.1 0.0
```
Forces are in eV/Å.

Values from the calculation:
* max |F|: 1.425 eV Å⁻¹
* E_HOMO: -8.12 eV
* SMILES: CCOCCn1c(SCc2cccc(C)c2)nc2c1c(=O)[nH]c(=O)n2C
* relative energy (zero: lowest compared OMol25 entry of this formula, charge and spin): 0.00 kcal per mole
* total energy: -41963.0560 eV


No. 2
Molecular formula: BH4Rb
Method: DFT, the ωB97M-V functional and the def2-TZVPD basis

XYZ file:
```
6
Properties=species:S:1:pos:R:3:forces:R:3
Rb 0.1298 -0.6910 -1.6859 1.3 -3.3 -7.9
B -0.0291 0.1590 0.3435 -0.7 1.9 4.4
H 0.8682 -0.4390 0.3820 3.7 -1.9 0.6
H -0.7871 -0.5553 0.0615 -3.8 -2.0 1.0
H -0.1968 0.6007 1.3135 -0.7 1.6 3.6
H 0.0150 0.9256 -0.4145 0.2 3.7 -1.7
```
Forces are in eV/Å.

Values from the calculation:
* max |F|: 8.646 eV Å⁻¹
* E_HOMO: -9.10 eV
* relative energy (zero: lowest compared OMol25 entry of this formula, charge and spin): 66.87 kcal per mole
* total energy: -1392.2416 eV


No. 3
Molecular formula: C28H29N5O3S
Method: DFT, the ωB97M-V functional and the def2-TZVPD basis

XYZ file:
```
66
Properties=species:S:1:pos:R:3:forces:R:3
O 0.0783 -1.4909 0.3368 0.0 -0.5 -0.3
O 5.3662 2.4712 -2.1856 0.1 0.1 0.3
O 0.1281 2.8042 -3.2023 0.1 -0.5 0.1
N -3.4942 0.7120 0.6841 0.7 -0.8 0.3
S -2.7268 -0.4604 2.8797 -1.0 0.4 0.1
C -0.6566 -1.6349 1.3125 0.2 1.5 -0.2
C 4.5701 1.8953 -2.9087 1.9 0.0 -0.2
C 1.1306 2.6107 -3.8785 -0.6 0.0 1.2
C -3.7925 0.5710 1.9440 -0.9 0.5 0.0
C -1.8332 -0.7779 1.4175 0.3 -1.4 1.1
C -2.4011 -0.0650 0.4124 -0.4 1.2 -1.3
C 0.6242 -4.0625 4.6320 -0.1 0.2 -0.3
C -7.0692 1.5545 5.9475 0.1 0.0 -0.1
C 4.3071 -2.8162 -1.7662 -0.6 0.6 -0.2
C -0.7307 -4.0070 4.2959 0.3 0.2 -0.3
C 1.5581 -3.3582 3.8667 -0.5 0.1 -0.3
C -7.3618 2.3728 4.8538 0.5 -0.4 -0.2
C -6.0467 0.6100 5.8490 -0.2 0.5 -0.6
C 3.5376 -2.8701 -2.9416 -0.1 0.7 0.6
C 4.1516 -1.7412 -0.8745 -0.5 0.0 -0.8
C -1.1511 -3.2367 3.2054 0.4 0.1 0.1
C 1.1363 -2.5899 2.7750 -0.1 -0.1 0.1
C -6.6256 2.2483 3.6683 -0.3 0.1 0.6
C -5.3197 0.4866 4.6592 -0.1 0.1 0.0
C 2.6183 -1.8443 -3.2300 0.7 0.0 0.9
C 3.2315 -0.7178 -1.1608 0.2 -0.8 -0.6
C -0.2268 -2.4982 2.4376 0.0 -0.9 1.1
C -5.5899 1.3122 3.5495 -0.3 0.0 0.5
C 2.4669 -0.7608 -2.3428 0.4 0.0 -0.1
N -1.9677 -0.0141 -0.8618 0.9 -0.2 -0.4
N -4.9208 1.2651 2.3173 0.5 -0.6 1.0
N 1.3782 3.4158 -4.9173 0.7 0.4 -1.2
N 3.2631 2.1084 -2.7635 -1.9 0.1 -0.7
C 5.0820 0.9702 -3.9944 -0.2 0.0 0.3
C 2.5709 3.4283 -5.7653 -0.2 -0.1 0.4
C 1.5157 0.3757 -2.6747 -0.2 -0.2 0.1
C 2.1460 1.5101 -3.5077 0.3 -0.3 0.4
H 0.9517 -4.6587 5.4786 0.0 0.1 -0.1
H -7.6365 1.6508 6.8687 0.1 0.0 -0.1
H 5.0126 -3.6045 -1.5430 0.0 0.0 0.0
H -1.4588 -4.5631 4.8791 0.1 0.1 -0.1
H 2.6134 -3.4062 4.1179 -0.1 0.0 -0.1
H -8.1584 3.1080 4.9240 0.1 -0.1 -0.1
H -5.8194 -0.0336 6.6943 0.0 0.1 -0.2
H 3.6507 -3.7024 -3.6217 0.0 0.0 0.0
H 4.7378 -1.7008 0.0324 0.0 0.0 0.0
H -2.2079 -3.2149 2.9555 0.1 0.0 0.0
H 1.8723 -2.0469 2.1867 -0.2 -0.1 0.0
H -6.8640 2.8951 2.8308 0.0 0.0 0.0
H -4.5607 -0.2798 4.6398 0.1 0.0 -0.2
H 2.0323 -1.8884 -4.1363 -0.1 0.0 -0.1
H 3.1186 0.1082 -0.4734 -0.1 0.1 0.0
H -2.1902 0.8613 -1.3193 0.1 -0.3 -0.1
H -1.0167 -0.3769 -0.9529 -0.4 0.2 -0.2
H -5.2864 1.8236 1.5553 0.1 -0.1 0.2
H 0.6783 4.1251 -5.0768 0.0 -0.1 0.2
H 3.0225 2.7358 -2.0117 0.0 0.0 0.1
H 4.6848 -0.0291 -3.8391 -0.1 -0.2 -0.2
H 6.1683 0.9297 -3.9340 -0.1 0.1 0.1
H 4.7874 1.3487 -4.9691 -0.1 -0.1 -0.2
H 3.4614 3.6008 -5.1566 0.0 0.0 -0.1
H 2.6705 2.4806 -6.2974 0.1 0.1 -0.1
H 2.4929 4.2348 -6.4966 -0.1 -0.1 0.1
H 1.1282 0.7884 -1.7417 -0.1 0.1 -0.1
H 0.6662 -0.0305 -3.2257 -0.1 0.1 0.0
H 2.5027 1.0686 -4.4362 0.4 0.1 0.0
```
Forces are in eV/Å.

Values from the calculation:
* max |F|: 1.996 eV Å⁻¹
* E_HOMO: -7.74 eV
* SMILES: Nc1nc(Nc2ccccc2)sc1C(=O)c1ccccc1.CNC(=O)[C@H](Cc1ccccc1)NC(C)=O
* relative energy (zero: lowest compared OMol25 entry of this formula, charge and spin): 0.00 kcal per mole
* total energy: -53936.5907 eV


> max |F| of number 3 (C28H29N5O3S)?

1.996 eV Å⁻¹


> Which value of relative energy (zero: lowest compared OMol25 entry of this formula, charge and spin) does entry 3 give?

0.00 kcal per mole


What did the first record say?
Molecular formula: C18H22N4O3S
Method: DFT, the ωB97M-V functional and the def2-TZVPD basis

XYZ file:
```
48
Properties=species:S:1:pos:R:3:forces:R:3
C 5.4982 0.9973 -0.4092 -0.3 0.2 -0.1
C 4.7415 2.0284 -1.2408 0.3 -0.1 -0.1
O 3.5662 2.5386 -0.6380 -0.1 0.1 0.3
C 2.5066 1.6325 -0.4884 -0.2 -0.1 0.1
C 2.4048 1.0882 0.9521 0.6 0.5 -0.4
N 1.2810 0.2032 1.0744 -0.5 -0.2 0.1
C 0.0259 0.4914 1.4835 0.1 -0.2 -0.1
N -0.8031 -0.5388 1.4043 -0.2 -0.3 0.1
C -0.0557 -1.5403 0.8989 1.2 0.8 -0.1
C 1.2492 -1.1195 0.6756 -0.7 -0.5 0.1
C 2.2472 -1.9908 0.1439 -0.3 0.1 0.1
O 3.4126 -1.7518 -0.1050 0.3 0.0 -0.1
N 1.6991 -3.2523 -0.0898 0.4 -0.2 -0.2
C 0.4116 -3.7185 0.1106 -0.1 0.0 0.0
O 0.1039 -4.8567 -0.1582 0.0 -0.4 -0.1
N -0.4803 -2.8040 0.6274 0.0 -0.1 0.0
C -1.8557 -3.1771 0.8703 -0.2 -0.1 0.0
H -2.0742 -3.1088 1.9363 -0.1 0.0 0.0
H -1.9879 -4.2005 0.5256 0.0 0.1 0.0
H -2.5140 -2.5003 0.3273 -0.1 0.0 0.0
H 2.3360 -3.9442 -0.4695 -0.1 0.1 0.1
S -0.4251 2.0588 2.0572 -0.1 0.5 0.3
C -2.2446 1.8503 2.0348 0.5 -0.1 0.0
C -2.7388 1.5883 0.6485 -0.2 0.1 -0.2
C -3.4673 0.4400 0.3722 -0.1 0.2 -0.1
C -3.9167 0.1702 -0.9124 0.0 0.0 0.0
C -3.6190 1.0711 -1.9285 0.0 0.0 0.0
C -2.8942 2.2183 -1.6622 0.0 0.0 -0.1
C -2.4539 2.4796 -0.3776 -0.1 0.0 0.1
H -1.8799 3.3709 -0.1676 0.1 0.1 0.0
H -2.6696 2.9121 -2.4589 0.0 0.1 -0.1
H -3.9582 0.8689 -2.9343 0.0 0.0 -0.1
C -4.6953 -1.0752 -1.2136 0.0 0.0 0.0
H -4.0899 -1.7662 -1.8008 0.0 -0.1 0.0
H -5.0033 -1.5761 -0.2991 0.0 -0.1 0.0
H -5.5826 -0.8374 -1.7976 -0.1 -0.1 0.0
H -3.6829 -0.2519 1.1730 0.0 -0.1 0.1
H -2.6244 2.7924 2.4321 0.0 0.0 0.1
H -2.4839 1.0318 2.7105 -0.1 0.1 0.0
H 2.2810 1.9225 1.6463 0.1 -0.1 0.0
H 3.3097 0.5325 1.2029 -0.1 0.1 0.1
H 1.5827 2.1781 -0.7191 0.0 -0.2 0.0
H 2.6031 0.7912 -1.1860 0.0 0.0 0.0
H 5.3619 2.9154 -1.3937 0.0 -0.1 -0.1
H 4.4951 1.5991 -2.2233 0.0 0.1 0.1
H 5.6878 1.3872 0.5882 0.1 0.0 0.1
H 6.4513 0.7878 -0.8876 0.1 0.0 0.0
H 4.9441 0.0646 -0.3348 0.0 -0.1 0.0
```
Forces are in eV/Å.

Values from the calculation:
* max |F|: 1.425 eV Å⁻¹
* E_HOMO: -8.12 eV
* SMILES: CCOCCn1c(SCc2cccc(C)c2)nc2c1c(=O)[nH]c(=O)n2C
* relative energy (zero: lowest compared OMol25 entry of this formula, charge and spin): 0.00 kcal per mole
* total energy: -41963.0560 eV


> Among the records above, which one has the lowest E_HOMO?

BH4Rb